(1)
This record from OMol25 describes 2 unconnected molecules or ions with the total composition C4H12O. The level of theory is the ωB97M-V functional and the def2-TZVPD basis.

Last column: Mulliken charge in e.
Positions of all 17 atoms, in Å:
1 C -0.1228 2.0070 0.1912  -1.21
2 C -0.3168 -1.7084 -1.1597  -1.25
3 C -0.7396 -0.4480 -0.4397  0.01
4 C 0.0851 0.7869 -0.7531  -0.39
5 H -0.8164 2.7546 -0.0849  0.39
6 H 0.7694 2.6499 0.0201  0.31
7 H -0.2653 1.6713 1.2059  0.31
8 H -0.9629 -2.5063 -0.8109  0.33
9 H 0.7078 -1.9415 -0.8166  0.30
10 H -0.1848 -1.8121 -2.2443  0.35
11 H -0.5946 -0.7318 0.6409  -0.12
12 H -1.8000 -0.2095 -0.5002  0.36
13 H 1.1546 0.5428 -0.6734  0.26
14 H -0.0444 1.1081 -1.7964  0.34
15 H 1.5128 -0.2071 2.0368  0.31
16 H 0.4625 -1.2521 2.4036  0.34
17 O 1.1552 -0.7037 2.7805  -0.64

Its energy above the lowest of the compared OMol25 structures with the same formula, charge and spin is 45.2 kJ/mol. The calculation puts the total energy at -234.81540 Eh. Its SMILES is CCCC.O. The value obtained for the molar mass is 76.139 g mol⁻¹. As for the total charge: 0. The largest force on an atom is 2.21 eV Å⁻¹. The HOMO energy is -11.20 eV.

---

(2)
This record from OMol25 describes a molecular structure, C4H12O12S2Zn. The level of theory is the ωB97M-V functional and the def2-TZVPD basis.

Last column: Mulliken charge in e.
Positions of all 31 atoms, in Å:
1 Zn -0.4947 0.1852 0.8442  0.73
2 S -1.1984 -2.2476 1.3113  1.34
3 O -0.4897 -1.6750 0.1875  -0.78
4 O -1.0793 -1.0597 2.1352  -0.43
5 O -2.6138 -2.5134 1.0486  -0.67
6 O -0.4746 -3.3691 1.9199  -0.71
7 S -1.8179 1.5367 -0.9267  1.35
8 O -0.3915 1.3439 -0.6643  -0.60
9 O -2.2828 0.6345 0.1200  -0.42
10 O -2.2387 2.8926 -0.6468  -0.72
11 O -2.2157 0.9642 -2.2047  -0.78
12 C 0.3475 1.4799 3.1713  -0.66
13 C 1.6272 1.2802 2.3227  -0.42
14 O 1.4883 0.2943 1.3013  -0.21
15 O -0.7413 1.6793 2.3192  -0.30
16 H 0.4836 2.2508 3.9298  0.49
17 H 0.0988 0.5797 3.7333  0.30
18 H 2.4874 0.9589 2.9099  0.44
19 H 1.8878 2.2416 1.8800  0.30
20 H 2.3778 0.0881 1.0049  0.24
21 H -0.9278 2.6170 2.4058  0.31
22 C 0.3259 -0.6313 -3.3684  -0.37
23 C 1.5066 -1.4145 -2.8507  -0.41
24 O 1.5861 -1.2523 -1.4163  -0.52
25 O -0.9669 -1.2493 -3.0420  -0.60
26 H 0.3874 -0.5334 -4.4522  0.35
27 H 0.2223 0.3634 -2.9350  0.18
28 H 2.3837 -0.9496 -3.3008  0.28
29 H 1.4558 -2.4744 -3.1002  0.28
30 H 0.7796 -1.4782 -0.9470  0.53
31 H -1.5129 -0.5426 -2.6899  0.46

The calculation puts the total energy at -3638.21235 Eh. The value obtained for the molar mass is 381.652 g mol⁻¹. As for the total charge: -1. The largest force on an atom is 6.77 eV Å⁻¹. Its expectation value of S² is 0.756. The HOMO energy (spin up / spin down) is -6.27 / -5.87 eV. As for the multiplicity: 2.

---

(3)
This record from OMol25 describes 2 unconnected molecules or ions with the total composition C4H12O2. The level of theory is the ωB97M-V functional and the def2-TZVPD basis.

Last column: Mulliken charge in e.
Positions of all 18 atoms, in Å:
1 C 0.8412 -2.3501 -2.1312  -0.55
2 O -0.0412 -2.3030 -1.0227  -0.56
3 H 1.2797 -1.3712 -2.3332  0.22
4 H 1.6679 -3.0446 -1.9412  0.23
5 H 0.2896 -2.7060 -3.0005  0.23
6 H 0.1011 -1.4646 -0.5717  0.41
7 C 0.2869 1.8975 1.7145  -1.31
8 C -0.1278 0.6290 1.0187  0.40
9 C -1.5268 0.7197 0.4247  -1.17
10 O 0.8301 0.2786 0.0018  -0.56
11 H -0.5142 2.2340 2.3775  0.36
12 H 0.5176 2.6877 1.0001  0.37
13 H 1.1474 1.7165 2.3603  0.31
14 H -0.0776 -0.2083 1.7160  0.26
15 H -1.8203 -0.2375 -0.0022  0.35
16 H -1.5805 1.5423 -0.2877  0.30
17 H -2.2362 0.9266 1.2317  0.37
18 H 0.9630 1.0532 -0.5550  0.33

Its energy above the lowest of the compared OMol25 structures with the same formula, charge and spin is 38.0 kJ/mol. The calculation puts the total energy at -310.05846 Eh. Its SMILES is CC(C)O.CO. The value obtained for the molar mass is 92.138 g mol⁻¹. As for the total charge: 0. The largest force on an atom is 0.71 eV Å⁻¹. The HOMO energy is -9.78 eV.

---

(4)
This record from OMol25 describes 2 unconnected molecules or ions with the total composition C4H12O2. The level of theory is the ωB97M-V functional and the def2-TZVPD basis.

Last column: Mulliken charge in e.
Positions of all 18 atoms, in Å:
1 C 1.0790 0.8591 1.4514  -1.16
2 C 0.6311 0.3134 0.1199  -0.59
3 C 0.5031 -1.2032 0.0158  0.40
4 C 0.0699 -1.5924 -1.4017  -1.32
5 O 1.7143 -1.8527 0.4422  -0.54
6 H 0.4733 0.5437 2.3063  0.30
7 H 2.1110 0.6601 1.7439  0.31
8 H 0.9870 1.9506 1.4670  0.36
9 H 1.3286 0.6419 -0.6613  0.32
10 H -0.3327 0.7137 -0.2039  0.34
11 H -0.2525 -1.6136 0.6964  0.27
12 H -0.9441 -1.2194 -1.5331  0.35
13 H 0.0628 -2.6685 -1.5627  0.35
14 H 0.7921 -1.1492 -2.0916  0.30
15 H 2.4265 -1.2209 0.3101  0.33
16 H -3.4416 2.6428 0.3584  0.32
17 H -3.0360 3.6212 -0.7243  0.32
18 O -3.4418 2.7588 -0.6038  -0.64

Its energy above the lowest of the compared OMol25 structures with the same formula, charge and spin is 13.1 kJ/mol. The calculation puts the total energy at -310.06793 Eh. Its SMILES is CC[C@@H](C)O.O. The value obtained for the molar mass is 92.138 g mol⁻¹. As for the total charge: 0. The largest force on an atom is 1.28 eV Å⁻¹. The HOMO energy is -10.10 eV.

---

(5)
This record from OMol25 describes 2 unconnected molecules or ions with the total composition C4H12O2. The level of theory is the ωB97M-V functional and the def2-TZVPD basis.

Last column: Mulliken charge in e.
Positions of all 18 atoms, in Å:
1 C 0.8791 0.7694 -0.9534  -0.24
2 O 2.0472 1.2939 -0.4009  -0.26
3 C -0.2476 1.3169 0.0428  -0.56
4 C -0.5278 0.1222 1.0432  0.10
5 C -2.0293 0.1406 1.3412  -1.21
6 H 0.7918 1.1649 -1.9659  0.36
7 H 0.9868 -0.3086 -0.9413  0.19
8 H 2.4132 2.0396 -0.9171  0.41
9 H -1.1664 1.6340 -0.4503  0.49
10 H 0.0720 2.2334 0.5451  0.37
11 H 0.1770 0.2310 1.8909  0.33
12 H -0.0667 -0.8185 0.7862  -0.04
13 H -2.5093 -0.6032 0.7057  0.32
14 H -2.4642 1.1052 1.0752  0.39
15 H -2.2915 -0.0103 2.3962  0.34
16 H 0.2778 -2.5508 -0.2870  0.30
17 H -0.4581 -3.0057 -1.6723  0.33
18 O -0.0690 -3.2532 -0.8338  -0.62

Its energy above the lowest of the compared OMol25 structures with the same formula, charge and spin is 178.5 kJ/mol. The calculation puts the total energy at -309.66121 Eh. The value obtained for the molar mass is 92.138 g mol⁻¹. As for the total charge: +1. The largest force on an atom is 2.26 eV Å⁻¹. Its expectation value of S² is 0.755. The HOMO energy (spin up / spin down) is -14.79 / -14.78 eV. As for the multiplicity: 2.

---

(6)
This record from OMol25 describes 2 unconnected molecules or ions with the total composition C4H12O2S. The level of theory is the ωB97M-V functional and the def2-TZVPD basis.

Last column: Mulliken charge in e.
Positions of all 19 atoms, in Å:
1 C 1.7369 -1.4473 1.4446  -0.61
2 O 2.7409 -0.7153 0.7037  -0.51
3 C 0.3073 -1.5833 0.8512  -0.64
4 C -0.3975 -0.2824 0.3680  -1.29
5 C -1.7498 -0.5287 -0.4736  -0.96
6 S -1.8592 0.6579 -1.8542  -0.26
7 H 2.1059 -2.5004 1.5393  0.24
8 H 1.7691 -0.8898 2.4318  0.27
9 H 2.4012 -0.4235 -0.1606  0.29
10 H -0.4133 -2.1164 1.6073  0.25
11 H 0.4159 -2.2005 -0.1109  0.36
12 H 0.2307 0.2066 -0.3030  0.43
13 H -0.6085 0.2261 1.2419  0.56
14 H -1.9404 -1.4959 -0.8942  0.41
15 H -2.5624 -0.4177 0.3464  0.31
16 H -0.5884 0.8560 -2.1011  0.24
17 H -0.0740 2.6720 0.4563  0.38
18 H 0.8552 3.4956 1.0352  0.41
19 O 0.8559 2.6042 0.7260  -0.89

Its energy above the lowest of the compared OMol25 structures with the same formula, charge and spin is 118.3 kJ/mol. The calculation puts the total energy at -708.17524 Eh. The value obtained for the molar mass is 124.205 g mol⁻¹. As for the total charge: -1. The largest force on an atom is 3.75 eV Å⁻¹. Its expectation value of S² is 0.751. The HOMO energy (spin up / spin down) is 0.88 / -5.87 eV. As for the multiplicity: 2.

---

(7)
This record from OMol25 describes 2 unconnected molecules or ions with the total composition C4H12O2S. The level of theory is the ωB97M-V functional and the def2-TZVPD basis.

Last column: Mulliken charge in e.
Positions of all 19 atoms, in Å:
1 C 2.2245 -0.3969 -0.0540  -0.62
2 O 3.5005 -0.4010 0.5660  -0.51
3 C 1.2606 0.5457 0.6441  -0.34
4 C 0.0619 0.7922 -0.2713  -0.34
5 C -1.1332 1.4979 0.3592  -0.91
6 S -1.6783 0.7553 1.9929  -0.21
7 H 1.8138 -1.4084 0.0207  0.24
8 H 2.3106 -0.1629 -1.1200  0.38
9 H 4.1707 -0.2339 -0.0985  0.31
10 H 0.9499 0.0292 1.5588  0.31
11 H 1.6856 1.5047 0.9531  0.27
12 H 0.4571 1.4031 -1.0869  0.30
13 H -0.2727 -0.1546 -0.6864  0.29
14 H -2.0188 1.4053 -0.2338  0.41
15 H -0.8763 2.5150 0.6601  0.36
16 H -2.3888 -0.2343 1.4420  0.07
17 H -3.6978 -2.9841 -2.0553  0.31
18 H -3.2586 -2.2065 -0.8196  0.31
19 O -3.1110 -2.2659 -1.7710  -0.62

Its energy above the lowest of the compared OMol25 structures with the same formula, charge and spin is 38.0 kJ/mol. The calculation puts the total energy at -708.24443 Eh. Its SMILES is OCCCCS.O. The value obtained for the molar mass is 124.205 g mol⁻¹. As for the total charge: 0. The largest force on an atom is 1.77 eV Å⁻¹. The HOMO energy is -9.06 eV.

---

(8)
This record from OMol25 describes 2 unconnected molecules or ions with the total composition C4H12O2S. The level of theory is the ωB97M-V functional and the def2-TZVPD basis.

Last column: Mulliken charge in e.
Positions of all 19 atoms, in Å:
1 C 0.5077 -1.3407 -1.0127  -0.64
2 O 0.0238 -0.8778 -2.2849  -0.53
3 C -0.5376 -0.9940 0.0613  -0.79
4 C -0.3313 0.3169 0.7741  -0.53
5 C -1.4970 0.5261 1.7557  -0.52
6 S -0.9397 1.4040 3.2423  0.25
7 H 0.7764 -2.3966 -1.0060  0.32
8 H 1.4606 -0.7982 -0.9983  0.33
9 H -0.2928 -1.5902 -2.8877  0.30
10 H -0.6357 -1.8320 0.7550  0.46
11 H -1.4778 -0.9281 -0.4952  0.35
12 H -0.3133 1.2222 0.1634  0.33
13 H 0.6005 0.2436 1.3509  0.51
14 H -2.4249 0.9998 1.4428  0.50
15 H -1.7279 -0.4420 2.2281  0.39
16 H -0.1078 2.2791 2.6203  0.28
17 H 1.8439 1.0224 -2.3823  0.31
18 H 2.3898 1.8777 -1.2949  0.30
19 O 2.6832 1.3076 -2.0319  -0.63

Its energy above the lowest of the compared OMol25 structures with the same formula, charge and spin is 68.5 kJ/mol. The calculation puts the total energy at -707.90104 Eh. The value obtained for the molar mass is 124.205 g mol⁻¹. As for the total charge: +1. The largest force on an atom is 1.83 eV Å⁻¹. Its expectation value of S² is 0.753. The HOMO energy (spin up / spin down) is -13.76 / -13.73 eV. As for the multiplicity: 2.

---

(9)
This record from OMol25 describes 2 unconnected molecules or ions with the total composition C4H12O3. The level of theory is the ωB97M-V functional and the def2-TZVPD basis.

Last column: Mulliken charge in e.
Positions of all 19 atoms, in Å:
1 C 0.7110 -1.2617 0.9095  -0.48
2 O 1.2794 -0.9312 2.1577  -0.49
3 C 0.5775 0.1317 0.1745  -0.01
4 C 0.6876 0.3981 -1.3329  0.29
5 C -0.5623 1.1603 -1.9389  -1.31
6 O 0.8102 -0.7704 -2.0606  -0.60
7 H -0.2043 -1.8039 1.2013  0.25
8 H 1.3548 -1.9134 0.3112  0.40
9 H 2.1011 -1.4066 2.3259  0.29
10 H 1.3100 0.7854 0.6774  0.32
11 H -0.4168 0.5544 0.5253  -0.37
12 H 1.5737 0.9862 -1.4944  0.32
13 H -0.3554 1.0085 -3.0507  0.33
14 H -0.4652 2.2484 -1.7248  0.36
15 H -1.6340 0.9738 -1.9044  0.36
16 H 0.0609 -1.3260 -1.8262  0.33
17 H -2.1722 -0.3457 2.6146  0.32
18 H -2.0128 1.0177 1.9622  0.33
19 O -2.6431 0.4943 2.4734  -0.64

Its energy above the lowest of the compared OMol25 structures with the same formula, charge and spin is 158.5 kJ/mol. The calculation puts the total energy at -385.26140 Eh. Its SMILES is C[C@H](O)CCO.O. The value obtained for the molar mass is 108.137 g mol⁻¹. As for the total charge: 0. The largest force on an atom is 3.25 eV Å⁻¹. The HOMO energy is -10.15 eV.

---

(10)
This record from OMol25 describes 2 unconnected molecules or ions with the total composition C4H12O3. The level of theory is the ωB97M-V functional and the def2-TZVPD basis.

Last column: Mulliken charge in e.
Positions of all 19 atoms, in Å:
1 C 0.6150 -1.2005 -0.9245  -0.74
2 O 0.4767 -1.0511 -2.3443  -0.54
3 C 0.8403 0.2035 -0.3455  -0.63
4 C 0.3424 0.3265 1.0866  0.34
5 C 0.7108 1.6626 1.7311  -1.33
6 O -1.0864 0.2153 1.0033  -0.61
7 H -0.2729 -1.6950 -0.5194  0.44
8 H 1.5313 -1.7941 -0.7765  0.35
9 H 0.0662 -1.8545 -2.6760  0.32
10 H 1.8891 0.4316 -0.5351  0.41
11 H 0.2111 0.8816 -0.9132  0.31
12 H 0.6863 -0.5326 1.6781  0.38
13 H -0.1702 2.3030 1.7360  0.33
14 H 1.0149 1.4912 2.7615  0.31
15 H 1.4946 2.1608 1.1798  0.35
16 H -1.4169 -0.4426 1.6302  0.30
17 H -2.0582 -0.4266 -0.5004  0.36
18 H -2.1820 -0.2264 -2.0306  0.33
19 O -2.6920 -0.4527 -1.2412  -0.67

Its energy above the lowest of the compared OMol25 structures with the same formula, charge and spin is 49.1 kJ/mol. The calculation puts the total energy at -385.30307 Eh. Its SMILES is C[C@@H](O)CCO.O. The value obtained for the molar mass is 108.137 g mol⁻¹. As for the total charge: 0. The largest force on an atom is 1.05 eV Å⁻¹. The HOMO energy is -10.54 eV.

---

What is the molar mass in the seventh record? 124.205 g mol⁻¹

---

Which of these has the highest total energy? C4H12O